Record 1
Formula: C4H6O2
Source: OMol25
Level of theory: ωB97M-V with the def2-TZVPD basis set

Values from the calculation:
Energy relative to the best compared isomer or geometry (same formula, charge and spin)   0.776 eV
Electronic energy   -8339.685 eV
E_HOMO   -9.97 eV
F_max   0.61 eV/A

Geometry (Å):
O1 0.60934 1.85139 0.83283
O2 -1.40775 -1.38219 -0.99364
C1 0.49202 0.74809 0.35243
C2 -0.52559 -0.24481 0.93086
C3 -1.58834 -0.59936 -0.09044
C4 1.32605 0.26361 -0.80912
H1 -2.55833 -0.07380 0.01681
H2 0.72140 -0.30043 -1.52535
H3 2.10054 -0.42097 -0.44148
H4 1.80691 1.11650 -1.29158
H5 -0.97528 0.21092 1.81628
H6 -0.00096 -1.16896 1.20239

Forces on atoms 1 to 6 (eV/Å):
-0.1 -0.4 -0.2
-0.1 0.4 0.5
0.1 0.2 0.0
0.0 0.0 0.1
0.1 -0.3 -0.3
0.0 0.1 -0.1

=====

Record 2
Formula: C4H6O2
Source: OMol25
Level of theory: ωB97M-V with the def2-TZVPD basis set

Values from the calculation:
Energy relative to the best compared isomer or geometry (same formula, charge and spin)   2.388 eV
Electronic energy   -8338.073 eV
E_HOMO   -9.94 eV
F_max   1.65 eV/A

Geometry (Å):
O1 -1.67132 -0.02437 0.47167
O2 0.87699 0.68362 0.87361
C1 -0.85917 0.37604 -0.62526
C2 0.41779 1.15584 -0.37480
C3 0.60254 -0.71913 0.90713
C4 -0.63397 -0.90199 0.04902
H1 -0.89865 -1.87102 -0.37412
H2 1.45427 -1.27428 0.48883
H3 0.57280 2.21922 -0.51871
H4 1.04855 0.89677 -1.26255
H5 -1.35497 0.48846 -1.58175
H6 0.44514 -1.02917 1.94694

Forces on atoms 1 to 6 (eV/Å):
0.0 0.4 0.1
0.3 0.0 -0.3
0.2 0.0 -0.5
0.5 -0.2 -0.9
0.0 -0.1 -0.1
0.1 -0.1 0.0

=====

no.,LUMO (eV)
1,0.43
2,1.03